[1]
24
Properties=species:S:1:pos:R:3:forces:R:3 method="wB97M-V/def2-TZVPD" homo_ev="-9.70 / -9.69" total_energy_ha=-591.9349 orbital_gap_ev="8.141 / 8.119" e_above_lowest_kcal_mol=125.2
N -0.045 -0.443 0.655 -0.7139 -0.1072 -3.1374
O -1.170 0.022 0.604 3.3376 -1.3818 0.8485
O 1.069 0.007 0.586 -2.6614 -1.0696 0.8834
C 1.068 -5.190 0.482 0.1959 0.4127 0.4444
C -0.127 -4.687 -0.268 -1.1067 -0.1198 0.4080
C -1.410 -5.069 0.484 -0.0645 0.4308 0.2054
C -0.077 -3.081 -0.617 0.3292 0.4008 -1.4013
C 1.204 -2.826 -1.413 -0.1864 -0.3129 -0.2510
C -1.303 -2.744 -1.452 0.0969 -0.4185 -0.2627
O -0.049 -2.281 0.519 -0.0129 0.7179 3.1003
O -0.236 -5.396 -1.472 -0.5683 0.0273 -0.7074
H 1.176 -4.573 1.350 0.2928 0.2965 0.7537
H 0.969 -6.222 0.796 -0.3062 -0.1896 -0.0420
H 1.984 -5.120 -0.078 0.4041 0.1264 -0.4033
H -1.448 -4.403 1.344 -0.3364 -0.0956 0.2615
H -2.323 -4.934 -0.120 0.5404 0.0337 0.1610
H -1.394 -6.119 0.824 0.2048 0.4748 -0.2085
H 1.150 -3.354 -2.363 0.2026 -0.0256 -0.1408
H 1.269 -1.771 -1.634 0.0412 0.3646 -0.1296
H 2.111 -3.111 -0.877 -0.1622 0.0147 0.0372
H -1.309 -3.389 -2.330 -0.2396 0.0644 -0.0282
H -2.225 -2.873 -0.887 0.0774 0.0277 -0.0022
H -1.237 -1.716 -1.778 -0.0104 0.3442 -0.1140
H 0.607 -5.436 -1.908 0.6461 -0.0157 -0.2749

[2]
63
Properties=species:S:1:pos:R:3:forces:R:3 method="wB97M-V/def2-TZVPD" homo_ev=-7.89 total_energy_ha=-1244.9365 smiles="CCCNc1c(CC(N)(N)N)ccc2c1C(=O)C=CC2=O.CCN(CC)CC" orbital_gap_ev=6.002 e_above_lowest_kcal_mol=379.6
C -5.145 0.475 4.205 -0.6655 -0.2221 -1.0638
C -4.178 1.452 3.310 -1.2491 0.6153 0.0700
C -3.011 2.238 4.149 -0.7400 0.8673 -0.5989
N -1.651 1.581 4.142 0.1745 -0.2686 -2.0904
C -1.094 1.377 2.751 0.3703 -0.3946 -1.2045
C -0.451 2.702 2.003 0.0047 -3.5404 -2.5443
C -0.329 4.200 2.658 0.6806 0.0082 -0.6786
C 0.699 4.307 3.940 1.3957 0.3768 1.3429
N 1.991 5.030 3.521 0.1897 -1.4426 0.4816
N 1.118 2.975 4.525 -0.3427 0.5081 0.7190
N 0.095 5.200 5.042 -1.1584 -1.8401 -0.4449
C 0.110 2.461 0.460 -1.7657 -2.3624 2.2477
C 0.044 1.013 -0.310 -1.5685 0.6959 4.3137
C -0.585 -0.258 0.514 0.3029 2.1716 0.7130
C -1.168 -0.112 2.064 1.4749 2.1785 -2.1800
C -1.770 -1.475 2.746 -2.3515 -0.6800 2.9545
O -2.520 -1.550 3.852 4.5279 0.8493 -6.2062
C -1.479 -2.933 1.981 1.2328 0.2107 -3.3700
C -0.990 -3.068 0.583 -1.0815 1.7286 3.4647
C -0.661 -1.704 -0.270 0.5918 0.5912 -4.3251
O -0.466 -1.698 -1.599 -1.1262 -0.4109 7.9166
H -6.265 0.733 3.911 2.2736 -0.5520 0.7713
H -4.975 -0.640 3.839 -0.2687 2.3311 1.2945
H -5.038 0.617 5.361 -0.0262 -0.4198 -2.2483
H -4.886 2.299 2.855 1.6061 -1.7542 0.9444
H -3.804 0.825 2.395 -0.2836 1.3989 1.8325
H -2.894 3.315 3.653 -0.1394 -2.3446 1.0273
H -3.365 2.446 5.263 0.8321 -0.6961 -2.2967
H -1.600 0.726 4.736 -0.3203 0.7619 -1.1429
H -1.344 4.697 2.961 1.7678 -1.2713 -0.6496
H 0.137 4.900 1.811 -1.0523 -1.5916 1.8571
H 2.629 4.316 3.057 -1.1769 1.0739 0.5390
H 2.520 5.282 4.404 -1.0730 -0.3064 -1.2408
H 2.152 2.951 4.694 -1.5837 0.1921 -0.0378
H 0.584 2.799 5.425 1.0140 0.1180 -1.6924
H -0.930 4.920 5.099 1.6401 0.5624 -0.0043
H 0.485 4.923 5.987 -0.3540 0.3114 -1.6315
H 0.535 3.421 -0.083 -0.8942 -2.3225 1.1313
H 0.436 0.960 -1.412 -0.9479 -0.2176 2.4926
H -1.700 -3.933 2.575 0.3345 2.5754 -1.1389
H -0.849 -4.136 0.124 -0.2676 2.4865 0.7411
C 4.494 -3.198 -6.417 -0.0026 -0.1491 0.0306
C 3.331 -2.316 -5.979 -0.1342 -0.0893 -0.0963
N 2.017 -2.955 -6.088 -0.2886 0.0414 -0.1638
C 0.900 -2.018 -5.926 0.1645 0.1372 -0.2775
C 0.739 -1.341 -4.568 -0.2410 -0.0352 0.2208
C 1.859 -4.235 -5.395 0.2912 -0.1474 -0.2906
C 2.103 -4.260 -3.891 -0.1426 -0.1243 0.3920
H 4.355 -3.557 -7.442 -0.0505 0.0095 0.1525
H 5.427 -2.625 -6.386 -0.1425 -0.0375 0.0206
H 4.623 -4.062 -5.758 -0.0086 0.0550 -0.0979
H 3.346 -1.428 -6.627 -0.2914 -0.1266 0.1504
H 3.523 -1.959 -4.960 0.1143 0.0737 0.1080
H -0.039 -2.524 -6.181 0.2212 -0.1422 0.0516
H 1.006 -1.231 -6.684 0.1823 -0.1497 -0.0007
H 0.327 -2.024 -3.823 0.1458 0.1779 -0.0564
H 0.035 -0.506 -4.656 0.0427 -0.0698 0.0103
H 1.679 -0.933 -4.189 -0.0326 -0.0569 -0.0345
H 2.535 -4.963 -5.860 0.0148 0.2089 -0.0173
H 0.859 -4.639 -5.596 0.0666 0.3215 -0.0735
H 2.993 -3.696 -3.598 -0.0740 -0.0112 -0.0592
H 2.251 -5.293 -3.560 0.0050 0.0696 -0.0405
H 1.245 -3.871 -3.337 0.1832 0.0691 0.0067